Entry 1:
Computed, not measured: a cluster of 2 separate species, C6H13NO3S in total, with ωB97M-V/def2-TZVPD.

Last column: Mulliken charge in e.
Geometry (Å):
1 C 0.89739 2.80622 -0.54600  -1.14
2 C 0.32476 1.81128 0.36983  -0.64
3 C 0.33764 0.52393 -0.32625  0.13
4 C 1.34403 -0.23917 -0.55322  0.19
5 N 1.34281 -1.23141 -1.48651  -0.41
6 S 2.88931 -0.15628 0.30690  1.19
7 O 3.62062 1.08145 0.31058  -0.58
8 O 3.58206 -1.31554 -0.17028  -0.69
9 O 2.24622 -0.31507 1.85267  -0.49
10 H 1.93359 2.54338 -0.93031  0.26
11 H 1.03636 3.85852 -0.27635  0.36
12 H 0.32401 2.77748 -1.49525  0.32
13 H -0.63043 2.19648 0.61550  0.38
14 H 0.74469 1.75574 1.34914  0.23
15 H -0.62263 -0.03046 -0.70283  0.11
16 H 0.45894 -1.73536 -1.45525  0.15
17 H 2.18419 -1.66046 -1.69824  0.24
18 H 2.62961 0.39837 2.32873  0.35
19 C -2.52582 -3.32108 -0.59710  -0.53
20 C -1.95918 -2.77841 0.50467  -0.27
21 H -2.26804 -3.03060 -1.61792  0.23
22 H -3.08648 -4.27565 -0.66327  0.25
23 H -2.48410 -3.01953 1.44371  0.28
24 H -1.28047 -1.96059 0.30625  0.06

Computed properties:
Orbital gap = 9.4 eV
Multiplicity = 1
SMILES = CC/C=C(/N)S(=O)(=O)O.C=C
Total energy = -24897.080 eV
LUMO level = 0.6 eV


Entry 2:
Computed, not measured: a cluster of 2 separate species, C3H11NOS2 in total, with ωB97M-V/def2-TZVPD.

Last column: Mulliken charge in e.
Geometry (Å):
1 C -0.81620 -0.26752 -1.09833  -1.17
2 C -0.68081 -0.70238 0.43444  0.37
3 N -1.20114 -2.06955 0.44122  -0.64
4 C -1.65867 0.14371 1.30816  -1.01
5 S -1.93199 1.88756 0.91303  -0.07
6 S 0.11049 2.63136 0.66894  -0.19
7 H -1.78295 -0.49605 -1.55618  0.38
8 H 0.01309 -0.60384 -1.75259  0.33
9 H -0.89376 0.81308 -1.21780  0.33
10 H 0.33798 -0.63906 0.81355  0.30
11 H -1.42192 -2.31703 1.39817  0.18
12 H -0.67233 -2.73548 -0.09946  0.22
13 H -1.38084 0.06732 2.34657  0.35
14 H -2.56802 -0.41572 1.07800  0.47
15 H 0.57150 1.39084 0.89940  0.15
16 O 4.47984 1.19455 -1.80829  -0.63
17 H 5.22396 0.59325 -1.83316  0.32
18 H 4.27176 1.52495 -0.93569  0.31

Computed properties:
Orbital gap = 8.4 eV
Multiplicity = 1
SMILES = C[C@H](N)CSS.O
Total energy = -28496.483 eV
LUMO level = 0.1 eV


Entry 3:
Computed, not measured: a cluster of 2 separate species, C2H10NS3 in total, with ωB97M-V/def2-TZVPD.

Last column: Mulliken charge in e.
Geometry (Å):
1 C -1.75251 -0.35154 -0.63921  -0.69
2 C -1.26936 -1.74710 -0.30356  -0.54
3 S -2.55938 -2.46447 0.81100  -0.17
4 N -0.63958 0.22720 -1.48886  -0.15
5 H -1.91155 0.34080 0.21107  0.39
6 H -2.63495 -0.42430 -1.25302  0.39
7 H -0.27988 -1.72011 0.17828  0.38
8 H -1.19839 -2.31162 -1.25108  0.36
9 H -1.95276 -3.63049 1.02415  0.17
10 H -0.76717 1.19097 -1.76224  0.39
11 H -0.45078 -0.35640 -2.34200  0.38
12 H 0.24294 0.18916 -0.92240  0.01
13 S 2.17136 0.63756 0.38047  -0.26
14 S 2.08226 2.71000 0.06535  -0.11
15 H 1.24166 0.59350 1.35141  0.25
16 H 3.21124 3.00054 0.73536  0.21

Computed properties:
Orbital gap = 9.5 eV
Multiplicity = 1
Total energy = -36225.216 eV
LUMO level = -3.5 eV
Net charge = +1


Computed values of energy relative to the best compared isomer or geometry (same formula, charge and spin) (unit: kcal per mole) for the preceding records, in sequence: 94.7, 25.7, 3.7.